Below is a structure of composition C36H40As2N2O2Pt, with properties calculated with ωB97M-V with the def2-TZVPD basis set.

Structure (ORCA input):
```
! RIJCOSX wB97M-V def2-TZVPD def2/J DEFGRID3
* xyz 2 1
Pt 0.242 0.187 0.697
O -4.443 -1.577 -3.829
C -4.824 -0.599 -2.880
C -3.598 -0.339 -2.047
C -2.951 0.886 -2.045
C -1.800 1.053 -1.294
N -1.287 0.047 -0.589
C -1.885 -1.165 -0.602
C -3.046 -1.382 -1.307
C -1.103 -2.206 0.090
C -1.533 -3.485 0.360
C -0.636 -4.404 0.895
C -1.062 -5.819 1.163
O -2.243 -6.069 0.441
C 0.666 -3.990 1.151
C 1.025 -2.682 0.901
N 0.161 -1.806 0.378
H -5.210 -1.828 -4.356
H -5.627 -0.967 -2.232
H -5.162 0.328 -3.351
H -3.326 1.716 -2.627
H -1.257 1.987 -1.274
H -3.498 -2.364 -1.330
H -2.543 -3.790 0.130
H -1.220 -5.929 2.244
H -0.248 -6.493 0.877
H -2.542 -6.969 0.604
H 1.404 -4.675 1.545
H 2.026 -2.312 1.085
C -1.105 -1.085 -5.546
C 0.301 -1.438 -5.076
As 0.319 -1.850 -3.158
C 2.251 -2.249 -2.908
C 2.677 -3.701 -2.761
C -0.525 -3.645 -3.175
C -0.383 -4.504 -4.423
H -1.139 -0.945 -6.626
H -1.453 -0.158 -5.082
H -1.829 -1.862 -5.291
H 0.982 -0.595 -5.216
H 0.709 -2.277 -5.641
H 2.552 -1.684 -2.021
H 2.765 -1.789 -3.754
H 2.118 -4.220 -1.978
H 3.735 -3.767 -2.501
H 2.538 -4.260 -3.684
H -1.585 -3.461 -2.977
H -0.137 -4.174 -2.299
H -0.766 -3.996 -5.307
H -0.948 -5.431 -4.315
H 0.653 -4.773 -4.621
C 1.044 5.710 5.048
C 2.008 4.763 4.739
C 1.717 3.725 3.865
C 0.442 3.648 3.324
C -0.527 4.603 3.606
C -0.222 5.631 4.484
As -0.077 2.167 2.175
C -1.211 1.177 3.404
C -2.531 1.447 3.715
C -3.195 0.624 4.619
C -2.542 -0.456 5.196
C -1.219 -0.729 4.881
C -0.542 0.086 3.982
C 0.851 -0.109 3.544
C 1.741 -1.065 3.994
C 3.026 -1.130 3.448
C 3.437 -0.271 2.443
C 2.569 0.726 1.993
C 1.287 0.821 2.556
H 1.280 6.517 5.728
H 2.995 4.829 5.177
H 2.477 2.989 3.637
H -1.514 4.555 3.162
H -0.971 6.374 4.720
H -3.052 2.288 3.276
H -4.225 0.830 4.874
H -3.067 -1.086 5.901
H -0.720 -1.569 5.347
H 1.456 -1.762 4.771
H 3.718 -1.873 3.823
H 4.431 -0.349 2.026
H 2.905 1.452 1.262
*
```

Results
**Max |F|**: 0.0224 hartree/bohr
**HOMO-LUMO gap**: 0.202 Eh
**Energy relative to the best compared isomer or geometry (same formula, charge and spin)**: 345.3 kJ/mol